This record from OMol25 describes a structure of composition C4H6N2P4. The level of theory is ωB97M-V/def2-TZVPD.

Calculated values
orbital gap	7.6	eV
relative energy (zero: lowest compared OMol25 entry of this formula, charge and spin)	13.8	kcal per mole
net charge	0
E_LUMO	-0.773	eV

Structure (XYZ):
```
16
C4H6N2P4 (ωB97M-V/def2-TZVPD)
C 1.77 0.96 -1.29
C 3.02 1.16 -0.77
C -1.15 -1.54 -0.13
C -2.96 0.95 0.98
N 0.94 0.23 -0.46
N 3.18 0.49 0.38
P -0.75 0.19 -0.64
P 0.08 -2.73 -0.03
P -1.33 1.11 1.29
P 1.88 -0.22 0.94
H 1.20 1.60 -1.93
H 3.92 1.78 -1.18
H -2.11 -1.71 0.31
H -3.30 0.30 0.16
H -3.54 1.25 1.86
H -0.85 -3.83 0.50
```

This record from OMol25 describes a cluster of 8 separate species, C18H52N4O8 in total. The level of theory is ωB97M-V/def2-TZVPD.

Calculated values
orbital gap	10.0	eV
relative energy (zero: lowest compared OMol25 entry of this formula, charge and spin)	69.9	kcal per mole
SMILES string	NC(N)=O.NC(N)=O.CC(C)O.CC(C)O.CC(C)O.CC(C)O.CCO.CCO
net charge	0
E_LUMO	0.522	eV

Structure (XYZ):
```
82
C18H52N4O8 (ωB97M-V/def2-TZVPD)
N -3.10 1.63 -0.83
C -2.90 1.77 -2.10
N -3.58 2.78 -2.53
O -2.23 1.05 -2.85
H -2.49 0.94 -0.40
H -3.77 2.21 -0.35
H -3.47 2.98 -3.52
H -4.34 3.16 -1.99
N -2.21 -1.90 -4.02
C -2.40 -2.96 -3.26
N -2.14 -3.97 -3.99
O -3.02 -2.98 -2.22
H -1.61 -2.04 -4.81
H -2.50 -0.97 -3.75
H -2.16 -4.92 -3.66
H -1.69 -3.91 -4.89
C 2.08 3.20 -4.38
C 1.03 2.68 -3.41
C 0.26 3.82 -2.78
O 0.06 1.99 -4.23
H 1.59 3.85 -5.11
H 2.47 2.41 -5.02
H 2.87 3.64 -3.78
H 1.44 1.92 -2.75
H 1.04 4.46 -2.36
H -0.42 3.46 -2.01
H -0.39 4.35 -3.49
H -0.53 1.59 -3.59
C -4.37 -0.53 1.88
C -3.86 0.02 3.16
C -3.15 -0.99 4.05
O -2.97 1.02 2.79
H -3.59 -1.06 1.34
H -4.91 0.18 1.25
H -5.14 -1.27 2.10
H -4.72 0.47 3.65
H -3.89 -1.74 4.33
H -2.80 -0.61 5.01
H -2.39 -1.56 3.51
H -2.32 0.63 2.20
C 4.07 -1.48 1.69
C 4.33 -1.62 0.24
C 5.63 -0.98 -0.25
O 4.41 -2.99 -0.02
H 4.82 -1.85 2.38
H 3.12 -1.98 1.89
H 3.93 -0.41 1.86
H 3.45 -1.28 -0.31
H 5.56 0.10 -0.11
H 5.89 -1.20 -1.28
H 6.40 -1.31 0.45
H 4.30 -3.31 0.88
C 2.89 3.28 0.55
C 1.83 2.46 1.27
C 1.86 2.72 2.79
O 0.54 2.79 0.60
H 2.82 3.03 -0.51
H 3.90 3.20 0.95
H 2.55 4.31 0.62
H 1.88 1.41 1.00
H 2.74 2.34 3.30
H 1.09 2.19 3.34
H 1.70 3.79 2.94
H 0.17 3.58 1.00
C -0.24 -0.68 -0.89
C -0.33 -0.78 0.65
O -0.93 0.47 1.08
H 0.53 -1.30 -1.36
H -0.01 0.34 -1.20
H -1.17 -0.92 -1.41
H 0.62 -0.67 1.18
H -0.87 -1.66 1.01
H -0.41 1.18 0.70
C 0.01 -3.64 4.01
C -0.39 -4.30 2.69
O 0.64 -5.20 2.22
H -0.73 -2.88 4.23
H 1.05 -3.31 3.93
H 0.00 -4.45 4.74
H -0.52 -3.58 1.89
H -1.36 -4.79 2.76
H 0.43 -5.43 1.32
```

This record from OMol25 describes a structure of composition C13H23ClGaNRu. The level of theory is ωB97M-V/def2-TZVPD.

Calculated values
orbital gap (spin up / spin down)	4.5 / 7.9	eV
relative energy (zero: lowest compared OMol25 entry of this formula, charge and spin)	0.0	kcal per mole
multiplicity	6
⟨S²⟩	8.76
net charge	-1
E_LUMO (spin up / spin down)	2.868 / 2.600	eV

Structure (XYZ):
```
40
C13H23ClGaNRu (ωB97M-V/def2-TZVPD)
Ga -0.35 -0.43 -0.71
Cl -0.20 1.42 -2.10
C -2.11 -1.18 -0.79
H -2.15 -2.04 -0.12
H -2.31 -1.52 -1.82
H -2.87 -0.46 -0.48
Ru 0.17 -0.06 -3.97
C -1.51 0.45 -4.97
C 1.82 0.93 -4.55
C 0.50 -1.37 -5.23
H 2.65 0.63 -3.90
H 2.08 0.68 -5.59
H 1.70 2.02 -4.45
H -2.34 -0.20 -4.64
H -1.81 1.49 -4.78
H -1.35 0.30 -6.05
H -0.28 -1.91 -5.83
H 1.53 -1.67 -5.56
C -1.29 0.14 5.08
N -1.32 0.30 3.66
C -1.34 1.65 3.18
C -0.90 -0.78 2.79
C 0.48 -0.59 2.24
C 1.52 -0.60 3.19
C 2.84 -0.35 2.81
C 3.12 0.03 1.50
C 2.08 0.10 0.57
C 0.78 -0.30 0.89
H -2.02 0.83 5.52
H -0.30 0.40 5.51
H -1.53 -0.89 5.36
H -0.33 2.09 3.07
H -1.84 1.72 2.21
H -1.88 2.25 3.93
H -0.91 -1.67 3.45
H -1.63 -0.93 1.98
H 1.25 -0.80 4.23
H 3.62 -0.45 3.56
H 4.14 0.29 1.22
H 2.30 0.49 -0.43
```

This record from OMol25 describes the molecule C6H9N. The level of theory is ωB97M-V/def2-TZVPD.

Calculated values
orbital gap	8.6	eV
relative energy (zero: lowest compared OMol25 entry of this formula, charge and spin)	128.0	kcal per mole
net charge	0
E_LUMO	0.122	eV

Structure (XYZ):
```
16
C6H9N (ωB97M-V/def2-TZVPD)
C -2.04 -1.09 1.09
C 0.55 -0.41 1.25
N -1.70 -1.03 -0.13
C -1.10 0.24 -0.50
C 0.37 0.05 -0.09
C 1.44 1.17 -0.25
C 1.45 -0.02 -1.14
H -2.08 -0.23 1.76
H -2.30 -2.06 1.53
H 1.55 -0.87 1.33
H -1.55 1.10 0.01
H -1.19 0.40 -1.59
H 2.20 1.28 0.51
H 1.05 2.11 -0.63
H 1.13 0.11 -2.17
H 2.23 -0.76 -0.99
```